DFT (wB97M-V/def2-TZVPD) results for one molecule with the formula C3H3NO2S.

Positions of all 10 atoms, in Å:
S (-0.57526, 1.50112, -0.28884)
O (-0.38228, -1.04813, -0.74282)
O (2.69927, 0.27434, 0.06951)
N (-1.48527, -0.99776, 0.15488)
C (1.59791, -0.13493, 0.34136)
C (0.44650, 0.03446, -0.74502)
C (-1.80201, 0.25365, 0.30803)
H (-2.61466, 0.50646, 1.06832)
H (0.99040, 0.01571, -1.68830)
H (1.12540, -0.40493, 1.52289)

Results
HOMO level (eV): -9.180
Relative energy (zero: lowest compared OMol25 entry of this formula, charge and spin) (kcal/mol): 101.2

Quick look at the Löwdin charges, all values in e: 0.92, -0.18, 0.05, 0.03, -0.25, -0.60, -0.39, 0.11, 0.13, 0.19


DFT (wB97M-V/def2-TZVPD) results for a 2-piece molecular cluster, C2HNOS overall.

Positions of all 6 atoms, in Å:
S (3.72434, -0.53362, -0.31857)
O (1.22548, 2.51179, 0.40479)
N (0.47243, 0.41855, -0.30125)
C (2.67293, -0.55686, 0.76892)
C (0.86064, 1.47185, 0.07122)
H (0.66446, -0.52237, -0.18443)

Results
HOMO level (eV): -10.884
Relative energy (zero: lowest compared OMol25 entry of this formula, charge and spin) (kcal/mol): 47.7

Quick look at the Löwdin charges, all values in e: 0.71, 0.16, 0.17, -0.57, -0.49, 0.01


DFT (wB97M-V/def2-TZVPD) results for a 5-piece molecular cluster, C16H39N2O15S4 overall.

Positions of all 76 atoms, in Å:
S (-3.63714, 5.74508, 2.68182)
S (2.55541, 0.72051, -7.23294)
S (2.91315, -3.71818, -1.13105)
S (-1.33635, -1.54893, -1.19213)
O (0.05230, -1.32703, -0.93096)
O (3.22217, -5.12593, -0.43573)
O (-4.63947, 5.75653, 1.43816)
O (0.90738, -0.60800, 5.71537)
O (1.60282, 1.78311, -7.15331)
O (3.93606, 0.94278, -6.93365)
O (4.12917, -3.19740, -1.67633)
O (1.74153, -3.86072, -1.94511)
O (-2.29361, -0.49362, -1.07795)
O (-2.39800, 6.33192, 2.27851)
O (-1.47009, -0.20795, 4.18085)
O (2.03327, -0.51518, -6.37600)
O (-3.68196, 4.45923, 3.29852)
O (0.46174, 0.88590, 4.08594)
O (-1.83459, -2.80053, -0.34606)
N (1.87969, 2.29136, 6.45186)
N (1.34869, 1.80737, 7.71026)
C (-4.52112, 6.89017, 3.68885)
C (2.41961, -0.04570, -8.81495)
C (-1.49918, -2.29088, -2.78167)
C (3.33749, -6.28189, -1.27776)
C (2.39071, 1.21205, 5.70724)
C (-4.18527, 5.15840, 0.20985)
C (-4.23225, 3.64295, 0.25820)
C (-2.58676, -1.90876, 1.82323)
C (2.21976, -0.48262, -4.94433)
C (1.22214, 0.42708, -4.25575)
C (2.51493, -2.82834, 0.33662)
C (1.22099, 0.38654, 5.17061)
C (-0.88114, 0.78894, 4.25408)
C (-1.62345, 2.08964, 4.50156)
C (-1.61756, -2.80194, 1.08304)
C (4.66981, -6.33292, -2.00176)
H (4.77906, -7.28165, -2.52934)
H (3.24614, -7.14410, -0.61851)
H (3.11554, -0.87887, -8.86263)
H (1.24499, 0.79205, 7.73032)
H (0.44076, 2.24434, 7.82212)
H (-5.53341, 6.52124, 3.83273)
H (3.02403, 1.60037, 4.90247)
H (-2.52404, -2.63175, -2.90500)
H (1.30423, 0.32814, -3.17265)
H (5.49393, -6.22002, -1.29705)
H (-2.60751, 2.02932, 4.05794)
H (1.39556, -0.38244, -8.95384)
H (4.75328, -5.52755, -2.73096)
H (-0.79707, -3.11884, -2.85357)
H (3.35259, -2.89802, 1.02623)
H (-1.01889, 2.88947, 4.07797)
H (-3.18315, 5.51588, -0.03404)
H (1.61533, -3.25350, 0.77169)
H (-0.58573, -2.52587, 1.30689)
H (2.07960, -1.50641, -4.60052)
H (-2.47238, -2.03442, 2.89798)
H (1.39266, 1.47189, -4.51435)
H (2.50252, -6.32088, -1.98050)
H (2.34261, -1.79125, 0.05912)
H (3.00848, 0.53523, 6.33783)
H (-1.75286, -3.83509, 1.40049)
H (3.24570, -0.19949, -4.70472)
H (0.20364, 0.18067, -4.55950)
H (-4.00638, 3.22413, -0.72294)
H (2.67306, 0.70326, -9.56214)
H (-3.61684, -2.13747, 1.54207)
H (-2.41100, -0.86021, 1.58916)
H (-4.85694, 5.52219, -0.56680)
H (-5.21779, 3.29922, 0.57408)
H (-4.52372, 7.86039, 3.19933)
H (-1.67133, 2.21982, 5.58306)
H (-1.26493, -1.52884, -3.52215)
H (-3.50719, 3.24757, 0.96874)
H (-4.00337, 6.94845, 4.64385)

Results
HOMO level (eV): -1.245
Net charge: -1

Quick look at the Löwdin charges, all values in e: 0.57, 0.57, 0.58, 0.56, -0.28, -0.26, -0.27, 0.09, -0.28, -0.27, -0.28, -0.29, -0.27, -0.27, 0.14, -0.27, -0.27, 0.06, -0.26, -0.23, -0.13, -0.12, -0.13, -0.11, -0.26, -0.35, -0.26, -0.07, -0.07, -0.24, -0.06, -0.11, -0.46, -0.55, 0.02, -0.24, -0.08, 0.08, 0.12, 0.07, 0.01, 0.01, 0.07, 0.09, 0.07, 0.08, 0.08, 0.07, 0.07, 0.07, 0.06, 0.08, 0.08, 0.11, 0.07, 0.11, 0.12, 0.07, 0.07, 0.11, 0.07, 0.09, 0.12, 0.12, 0.07, 0.08, 0.07, 0.08, 0.07, 0.12, 0.08, 0.07, 0.09, 0.06, 0.07, 0.08


DFT (wB97M-V/def2-TZVPD) results for C11H24InO11 as an isolated structure.

Positions of all 47 atoms, in Å:
In (-17.33279, 22.43622, 25.05551)
O (-15.09248, 18.07565, 25.33866)
O (-15.61331, 22.02131, 22.88629)
O (-18.86792, 24.23478, 26.73547)
O (-18.95337, 20.24800, 25.99770)
O (-20.14924, 21.69502, 21.17662)
O (-15.44076, 20.30512, 25.36199)
O (-18.59131, 21.19632, 22.70585)
O (-14.91383, 20.51178, 21.36186)
O (-13.40316, 19.37865, 25.45615)
O (-14.01474, 22.45107, 21.36387)
O (-20.16083, 19.74525, 22.03896)
C (-16.46940, 17.82650, 25.27341)
C (-19.65424, 18.70885, 22.89224)
C (-19.54841, 20.90968, 22.02761)
C (-12.74377, 20.56615, 25.86503)
C (-15.70037, 19.46250, 21.88985)
C (-19.72618, 25.04595, 27.40155)
C (-19.58904, 22.94194, 20.88915)
C (-19.82279, 19.49452, 26.71056)
C (-14.87787, 21.68832, 21.97261)
C (-14.70602, 19.34666, 25.42208)
C (-13.69945, 23.76083, 21.82811)
H (-13.45126, 21.28418, 26.28097)
H (-11.98794, 20.37671, 26.62190)
H (-19.39272, 18.52543, 26.96823)
H (-14.32683, 24.43612, 21.24703)
H (-19.30318, 23.50934, 21.77945)
H (-18.74145, 22.97558, 20.20186)
H (-15.64431, 19.41971, 22.98165)
H (-13.79351, 23.89174, 22.90323)
H (-18.75454, 19.01822, 23.42500)
H (-12.28686, 21.05980, 25.00736)
H (-20.20007, 20.05763, 27.58631)
H (-20.46806, 18.53249, 23.59030)
H (-19.84318, 26.04727, 26.95014)
H (-20.73812, 24.60778, 27.35153)
H (-15.36000, 18.51224, 21.49832)
H (-19.40746, 25.17778, 28.43901)
H (-12.66032, 23.95038, 21.56801)
H (-20.76233, 19.37929, 26.13679)
H (-19.39707, 17.85214, 22.27608)
H (-16.78984, 16.95334, 25.83718)
H (-16.84348, 17.75096, 24.24758)
H (-17.08708, 18.63900, 25.67556)
H (-16.76035, 19.66887, 21.72804)
H (-20.33223, 23.58677, 20.41722)

Results
HOMO level (eV): -11.671
Net charge: +1
Relative energy (zero: lowest compared OMol25 entry of this formula, charge and spin) (kcal/mol): 0.0

Quick look at the Löwdin charges, all values in e: 1.20, 0.04, -0.03, -0.22, -0.21, 0.05, -0.01, 0.00, 0.04, 0.05, 0.03, 0.04, -0.05, -0.01, -0.62, -0.01, -0.01, -0.19, -0.04, -0.19, -0.59, -0.61, -0.01, 0.09, 0.10, 0.09, 0.10, 0.09, 0.11, 0.07, 0.10, 0.07, 0.10, 0.13, 0.10, 0.13, 0.11, 0.11, 0.09, 0.10, 0.11, 0.10, 0.11, 0.09, 0.07, 0.09, 0.10


DFT (wB97M-V/def2-TZVPD) results for C10H13NPSZr as an isolated structure.

Positions of all 27 atoms, in Å:
Zr (-0.55880, -0.08698, -1.23037)
S (1.55910, -0.45514, 0.00926)
P (-0.24474, 2.49108, -0.23960)
N (-0.08251, -1.08508, 2.04689)
C (-0.35133, 0.16442, 4.03966)
C (-0.64961, -2.29563, -2.86806)
C (-0.12119, 0.01723, -3.89182)
C (0.79325, 0.91165, 3.71654)
C (-0.48395, -2.18510, -1.50704)
C (0.96640, -0.28490, 1.63360)
C (-0.53210, -1.33566, -3.89786)
C (0.38220, 0.79886, -2.87461)
C (-0.76650, -0.85757, 3.21400)
C (1.47473, 0.65319, 2.53481)
H (-0.91217, 0.37267, 4.94825)
H (-0.72085, -1.73943, -4.89351)
H (1.14398, 1.69400, 4.38988)
H (-0.50333, -3.08094, -0.89010)
H (-1.62707, -1.49950, 3.39725)
H (-0.18389, 0.46038, -4.90215)
H (-0.89087, -3.29489, -3.27150)
H (-1.25623, 3.11586, 0.54265)
H (0.81120, 1.77169, -3.08690)
H (-0.08300, 3.54925, -1.18265)
H (-0.38087, -1.84797, 1.43197)
H (0.85191, 2.84984, 0.59621)
H (2.36624, 1.19869, 2.23520)

Results
HOMO level (alpha / beta) (eV): -9.819 / -9.818
Net charge: +1
Relative energy (zero: lowest compared OMol25 entry of this formula, charge and spin) (kcal/mol): 6.5

Quick look at the Löwdin charges, all values in e: 1.05, 0.64, 0.70, 0.07, -0.03, -0.27, -0.27, -0.01, -0.31, -0.69, -0.18, -0.31, -0.03, -0.09, 0.12, 0.10, 0.13, 0.02, 0.14, 0.11, 0.11, -0.12, 0.03, -0.08, 0.14, -0.09, 0.12


DFT (wB97M-V/def2-TZVPD) results for one molecule with the formula C3H5ClN2.

Positions of all 11 atoms, in Å:
Cl (-2.77997, -0.05597, 0.43601)
N (-0.85062, -1.19336, -0.82015)
N (-0.54389, 1.11310, -0.70649)
C (0.10185, -1.22662, -0.02281)
C (0.64094, -0.06834, 0.69429)
C (-1.53439, 0.04112, -0.87895)
H (-0.84156, 1.83807, -0.02353)
H (0.33516, -2.21164, 0.15914)
H (-2.07360, 0.11093, -1.81475)
H (0.28117, 0.11370, 1.61659)
H (1.71327, 0.15090, 0.69626)

Results
HOMO level (alpha / beta) (eV): -9.893 / -9.894
Relative energy (zero: lowest compared OMol25 entry of this formula, charge and spin) (kcal/mol): 68.6

Quick look at the Löwdin charges, all values in e: 0.56, -0.01, 0.06, -0.24, 0.10, -0.81, 0.04, 0.09, 0.09, 0.03, 0.09


DFT (wB97M-V/def2-TZVPD) results for a 5-piece molecular cluster, C14H34NO12S4 overall.

Positions of all 65 atoms, in Å:
S (-0.54755, -3.99785, 1.28981)
S (1.35197, 1.43000, 5.25551)
S (1.74194, 5.22246, -1.75309)
S (-2.80994, -1.15084, -2.35577)
O (-1.81996, -4.96109, 1.26048)
O (-3.69826, -1.83171, -1.44918)
O (-0.01127, 1.24588, 4.86325)
O (1.67171, 1.44147, 6.65460)
O (1.38309, 6.41098, -2.76765)
O (2.27897, 0.38101, 4.52768)
O (-2.83122, -1.94988, -3.74225)
O (0.21860, -4.27655, 2.46808)
O (-3.04960, 0.23574, -2.62120)
O (1.72832, 5.77057, -0.42630)
O (0.09280, -4.02740, 0.01298)
O (2.92327, 4.57434, -2.22685)
N (1.92458, 1.01694, -1.89674)
C (1.82648, -1.14361, -0.57725)
C (-0.94358, -7.19127, 1.83707)
C (2.30633, -0.97917, 5.02859)
C (0.35752, 4.18841, -2.02529)
C (-4.74916, -1.03648, -4.98880)
C (1.88192, -0.07664, -1.19572)
C (-1.60324, -6.30962, 0.79678)
C (-1.40228, -2.47882, 1.48235)
C (1.10067, -1.77384, 4.58528)
C (1.99552, 2.86255, 4.46839)
C (2.16927, 7.61216, -2.65981)
C (-1.14730, -1.44341, -1.91782)
C (3.54239, 7.47856, -3.28687)
C (-4.12041, -2.23763, -4.31166)
H (2.23419, 7.90243, -1.60982)
H (2.69481, 1.58881, -1.55440)
H (-4.77002, -2.64652, -3.53581)
H (0.07950, -6.87552, 2.03304)
H (1.22068, -2.82317, 4.85305)
H (-0.63522, -1.70945, 1.57491)
H (-5.01236, -0.26738, -4.26536)
H (-0.93023, -0.89224, -1.00386)
H (-0.53930, 4.70570, -1.69523)
H (-1.49317, -7.14783, 2.77748)
H (-1.00391, -2.50873, -1.75708)
H (1.87464, -2.16055, -0.26431)
H (0.54087, 3.27716, -1.44929)
H (-0.49611, -1.07594, -2.70711)
H (-2.60001, -6.67371, 0.55453)
H (3.03680, 2.98045, 4.75320)
H (2.41737, -0.95978, 6.11383)
H (-5.65419, -1.34626, -5.51434)
H (4.16353, 6.77709, -2.73389)
H (-3.92566, -3.02884, -5.03415)
H (1.89144, 2.74080, 3.39323)
H (0.31601, 3.94184, -3.08210)
H (1.40094, 3.70413, 4.81655)
H (3.21824, -1.39946, 4.61051)
H (-1.02567, -6.27816, -0.12846)
H (-2.01402, -2.30569, 0.60034)
H (0.98293, -1.70342, 3.50528)
H (-4.05455, -0.59721, -5.70466)
H (-2.01319, -2.53182, 2.37981)
H (3.45938, 7.11405, -4.31069)
H (4.03574, 8.45208, -3.29413)
H (-0.92721, -8.22272, 1.48191)
H (1.58056, 8.36769, -3.17816)
H (0.18563, -1.40305, 5.04659)

Results
HOMO level (eV): -2.520
Net charge: -1

Quick look at the Löwdin charges, all values in e: 0.56, 0.56, 0.57, 0.58, -0.26, -0.30, -0.28, -0.29, -0.27, -0.26, -0.26, -0.28, -0.28, -0.29, -0.28, -0.28, -0.07, -0.07, -0.08, -0.24, -0.13, -0.08, -0.55, -0.26, -0.11, -0.07, -0.12, -0.27, -0.14, -0.08, -0.27, 0.11, -0.02, 0.11, 0.07, 0.08, 0.07, 0.07, 0.06, 0.07, 0.08, 0.07, -0.06, 0.06, 0.08, 0.12, 0.07, 0.11, 0.08, 0.07, 0.12, 0.08, 0.08, 0.07, 0.12, 0.11, 0.05, 0.07, 0.08, 0.08, 0.08, 0.08, 0.08, 0.12, 0.07